1.
Here is one molecule with the formula C4H7NO2 from OMol25. Energies are from ωB97M-V with the def2-TZVPD basis set.

Last column: Löwdin charge in e.
Element x y z (Å)
1 O 1.432 -1.307 -1.805  0.068
2 O 0.729 0.656 1.743  0.065
3 N -1.256 -0.450 1.702  0.170
4 C 0.358 1.218 -1.075  -0.050
5 C -0.155 0.099 1.116  -0.538
6 C 0.896 -1.206 -0.730  -0.210
7 C -0.082 -0.078 -0.397  -0.264
8 H -0.385 2.008 -0.920  0.088
9 H -1.061 -0.403 -0.789  0.146
10 H -1.360 -0.342 2.700  0.113
11 H 1.301 1.556 -0.632  0.091
12 H 0.505 1.047 -2.147  0.083
13 H 1.087 -1.949 0.074  0.135
14 H -2.008 -0.850 1.161  0.102

The value obtained for the total energy is -361.86257 a.u. The SMILES is C[C@@H](C=O)C(N)=O. As for the energy above the lowest of the compared OMol25 structures with the same formula, charge and spin: 11.5 kcal/mol. The HOMO-LUMO gap comes out at 10.7 eV.


2.
Here is one molecule with the formula C4H7NO2 from OMol25. Energies are from ωB97M-V with the def2-TZVPD basis set.

Last column: Löwdin charge in e.
Element x y z (Å)
1 O 0.455 -2.261 -0.256  0.108
2 O 2.127 0.011 -0.359  -0.009
3 N -1.089 0.802 -0.834  -0.053
4 C 0.032 -1.140 -0.103  -0.318
5 C -1.341 -0.587 -0.452  -0.129
6 C 0.057 1.259 -0.021  -0.147
7 C 0.908 0.037 0.346  -0.310
8 H -0.839 0.835 -1.817  0.109
9 H 2.399 -0.919 -0.385  0.096
10 H 1.078 -0.032 1.432  0.155
11 H -1.823 -1.162 -1.246  0.129
12 H -0.322 1.746 0.884  0.115
13 H 0.656 1.986 -0.575  0.126
14 H -1.993 -0.622 0.434  0.130

The value obtained for the total energy is -361.83183 a.u. The SMILES is O=C1CNC[C@@H]1O. As for the energy above the lowest of the compared OMol25 structures with the same formula, charge and spin: 30.8 kcal/mol. The HOMO-LUMO gap comes out at 10.0 eV.


3.
Here is C4H7NO2 as an isolated structure from OMol25. Energies are from ωB97M-V with the def2-TZVPD basis set.

Last column: Löwdin charge in e.
Element x y z (Å)
1 O -2.405 0.482 0.060  -0.096
2 O -0.382 -1.148 -0.363  0.029
3 N 1.200 0.641 -0.330  0.023
4 C 0.063 0.013 -0.285  -0.587
5 C -0.555 1.188 0.309  0.182
6 C 2.420 -0.127 -0.131  -0.097
7 C -2.342 -0.762 -0.024  -0.139
8 H 2.758 -0.521 -1.097  0.085
9 H -0.622 1.263 1.390  0.116
10 H -0.657 2.101 -0.263  0.113
11 H -2.274 -1.409 0.863  0.109
12 H -2.676 -1.260 -0.944  0.109
13 H 3.206 0.517 0.270  0.071
14 H 2.264 -0.978 0.545  0.081

The value obtained for the total energy is -361.71329 a.u. As for the energy above the lowest of the compared OMol25 structures with the same formula, charge and spin: 105.1 kcal/mol. The HOMO-LUMO gap comes out at 9.9 eV.


4.
Here is one molecule with the formula C4H7NO2 from OMol25. Energies are from ωB97M-V with the def2-TZVPD basis set.

Last column: Löwdin charge in e.
Element x y z (Å)
1 O 1.349 1.058 1.019  0.066
2 O -2.241 1.369 0.670  0.073
3 N 1.970 -0.235 -0.721  0.174
4 C -1.206 1.368 0.052  -0.222
5 C 1.041 0.374 0.060  -0.543
6 C -0.869 -1.090 0.541  -0.045
7 C -0.418 0.111 -0.292  -0.267
8 H -0.767 2.307 -0.339  0.134
9 H -0.474 -2.031 0.124  0.085
10 H 2.931 -0.225 -0.411  0.116
11 H -0.507 -0.902 1.562  0.101
12 H 1.690 -0.885 -1.426  0.097
13 H -1.962 -1.169 0.532  0.083
14 H -0.538 -0.050 -1.373  0.147

The value obtained for the total energy is -361.86196 a.u. The SMILES is C[C@@H](C=O)C(N)=O. As for the energy above the lowest of the compared OMol25 structures with the same formula, charge and spin: 11.9 kcal/mol. The HOMO-LUMO gap comes out at 10.6 eV.


5.
Here is one molecule with the formula C4H7NO2 at a distorted geometry from OMol25. Energies are from ωB97M-V with the def2-TZVPD basis set.

Last column: Löwdin charge in e.
Element x y z (Å)
1 O -2.022 1.026 0.963  -0.079
2 O 1.978 -0.261 0.815  -0.010
3 N -0.630 0.825 0.968  0.027
4 C 1.078 -0.331 -0.265  -0.266
5 C 2.026 0.768 -0.160  -0.103
6 C -1.326 -0.792 -0.699  0.020
7 C -0.338 0.019 0.008  -0.412
8 H -2.182 1.496 1.788  0.092
9 H -2.344 -0.411 -0.811  0.079
10 H 1.265 -1.149 -0.967  0.151
11 H 2.907 0.780 -0.791  0.112
12 H -1.050 -1.217 0.422  0.185
13 H 1.618 1.723 0.167  0.114
14 H -1.000 -1.408 -1.552  0.088

The value obtained for the total energy is -361.68423 a.u. The SMILES is C/C(=N\O)[C@H]1CO1. As for the energy above the lowest of the compared OMol25 structures with the same formula, charge and spin: 123.4 kcal/mol. The HOMO-LUMO gap comes out at 9.8 eV.


6.
Here is a 2-piece molecular cluster, C4H7NO2 overall from OMol25. Energies are from ωB97M-V with the def2-TZVPD basis set.

Last column: Löwdin charge in e.
Element x y z (Å)
1 O 0.602 -2.147 -0.317  0.115
2 O 2.144 0.082 0.322  0.008
3 N -1.416 0.778 0.014  -0.085
4 C -1.390 -0.675 -0.178  -0.163
5 C -0.092 1.181 0.155  -0.273
6 C 0.048 -1.128 0.020  -0.325
7 C 0.795 0.049 0.638  -0.318
8 H 0.618 0.024 1.730  0.182
9 H -1.735 -0.994 -1.174  0.125
10 H 0.079 2.201 0.499  0.141
11 H 2.355 -0.802 -0.026  0.103
12 H -2.043 -1.174 0.552  0.126
13 H -0.486 1.214 -1.052  0.169
14 H 0.520 1.391 -1.185  0.195

The value obtained for the total energy is -361.66589 a.u. As for the energy above the lowest of the compared OMol25 structures with the same formula, charge and spin: 134.9 kcal/mol. The HOMO-LUMO gap comes out at 9.2 eV.


7.
Here is a 2-piece molecular cluster, C4H7NO2 overall from OMol25. Energies are from ωB97M-V with the def2-TZVPD basis set.

Last column: Löwdin charge in e.
Element x y z (Å)
1 O -1.267 2.027 -0.323  -0.024
2 O 1.358 1.875 0.658  0.119
3 N -0.566 -1.559 -0.811  0.021
4 C 1.462 -0.500 1.378  0.010
5 C -0.583 -0.159 -0.998  -0.206
6 C -1.221 0.669 -0.166  -0.238
7 C 1.359 0.742 0.972  -0.279
8 H -0.016 0.247 -1.833  0.126
9 H 2.415 -0.823 1.771  0.064
10 H -1.491 -1.962 -0.872  0.084
11 H -1.774 0.290 0.693  0.127
12 H 0.646 -1.199 1.239  0.045
13 H -0.367 2.379 -0.243  0.070
14 H 0.045 -2.027 -1.466  0.082

The value obtained for the total energy is -361.77983 a.u. The SMILES is N/C=C/O.C=C=O. As for the energy above the lowest of the compared OMol25 structures with the same formula, charge and spin: 63.4 kcal/mol. The HOMO-LUMO gap comes out at 9.4 eV.


8.
Here is one molecule with the formula C4H7NO2 from OMol25. Energies are from ωB97M-V with the def2-TZVPD basis set.

Last column: Löwdin charge in e.
Element x y z (Å)
1 O 1.043 -1.931 0.511  0.054
2 O -1.008 0.928 -1.644  -0.163
3 N 0.094 -1.424 -1.520  0.195
4 C 0.058 0.188 0.275  -0.021
5 C 0.474 -1.167 -0.262  -0.494
6 C 0.800 0.711 1.426  -0.009
7 C -1.079 0.900 -0.322  -0.416
8 H 1.391 -0.066 1.913  0.091
9 H 0.186 -2.370 -1.862  0.125
10 H 1.478 1.491 1.043  0.127
11 H -1.931 0.299 0.150  0.176
12 H -1.209 1.888 0.178  0.145
13 H 0.120 1.222 2.120  0.108
14 H -0.417 -0.670 -2.006  0.082

The value obtained for the total energy is -361.74340 a.u. As for the energy above the lowest of the compared OMol25 structures with the same formula, charge and spin: 86.3 kcal/mol. The HOMO-LUMO gap (spin up / spin down) comes out at 7.5 / 6.6 eV.


9.
Here is one molecule with the formula C4H7NO2 from OMol25. Energies are from ωB97M-V with the def2-TZVPD basis set.

Last column: Löwdin charge in e.
Element x y z (Å)
1 O -1.915 1.565 0.481  0.078
2 O 1.480 -0.102 1.354  0.077
3 N 1.940 0.380 -0.814  0.164
4 C -0.983 1.236 -0.206  -0.223
5 C 1.105 0.010 0.204  -0.521
6 C -1.103 -1.097 0.744  -0.056
7 C -0.366 -0.157 -0.195  -0.268
8 H -0.409 -0.513 -1.235  0.145
9 H 1.689 0.249 -1.781  0.101
10 H -0.505 1.954 -0.906  0.128
11 H 2.923 0.451 -0.596  0.112
12 H -2.160 -1.162 0.469  0.087
13 H -0.664 -2.098 0.717  0.088
14 H -1.031 -0.715 1.764  0.089

The value obtained for the total energy is -361.86325 a.u. The SMILES is C[C@@H](C=O)C(N)=O. As for the energy above the lowest of the compared OMol25 structures with the same formula, charge and spin: 11.0 kcal/mol. The HOMO-LUMO gap comes out at 10.6 eV.